Entry from the OMol25 dataset: a cluster of 4 separate species, C26H55BN5O14S in total (wB97M-V/def2-TZVPD).

The HOMO-LUMO gap comes out at 8.17 eV. The calculation puts the calculated total energy at -75474.711 eV. For the molar mass, the calculation gives 704.63 g mol⁻¹. As for the highest occupied orbital energy: -12.211 eV. Its net charge is +1. As for the LUMO energy: -4.044 eV.

Bonds (Å) are listed after each position.
Geometry (Å):
1 C 0.589 1.028 1.288  C2 1.307, H27 1.092, H28 1.093
2 C -0.350 0.486 0.558  C1 1.307, N3 1.466, H29 1.093
3 N -0.045 -0.252 -0.672  C2 1.466, B4 1.512, C7 1.297
4 B 0.607 -1.596 -0.441  N3 1.512, N5 1.457, O6 1.370
5 N -0.009 -2.782 -1.023  B4 1.457, H30 1.021, H31 1.017
6 O 1.760 -1.719 0.290  B4 1.370, H32 0.973
7 C -0.324 0.210 -1.852  N3 1.297, N8 1.382, N17 1.406
8 N 0.014 -0.483 -2.998  C7 1.382, C9 1.481, H33 1.014
9 C 1.389 -0.341 -3.532  N8 1.481, C10 1.544, H34 1.104, H35 1.111
10 C 2.306 0.747 -2.935  C9 1.544, C11 1.568, H36 1.104, H37 1.106
11 C 3.267 0.270 -1.791  C10 1.568, C12 1.572, H38 1.098, H39 1.104
12 C 4.453 1.301 -1.743  C11 1.572, O13 1.426, H40 1.109, H41 1.106
13 O 5.644 0.772 -2.323  C12 1.426, C14 1.385
14 C 6.714 0.808 -1.444  O13 1.385, C15 1.530, O16 1.172
15 C 7.265 2.100 -0.838  C14 1.530, H42 1.103, H43 1.101, H44 1.099
16 O 7.223 -0.212 -1.169  C14 1.172
17 N -0.992 1.440 -1.997  C7 1.406, N18 1.423, S23 1.736
18 N -2.309 1.475 -1.461  N17 1.423, C19 1.463, H45 1.015
19 C -3.042 0.210 -1.516  N18 1.463, C20 1.571, H46 1.098, H47 1.116
20 C -4.576 0.497 -1.334  C19 1.571, C21 1.546, H48 1.101, H49 1.109
21 C -4.894 1.568 -0.265  C20 1.546, C22 1.558, H50 1.102, H51 1.107
22 C -4.377 1.242 1.168  C21 1.558, H52 1.104, H53 1.103, H54 1.100
23 S -1.177 1.952 -3.645  N17 1.736, C24 1.831, O25 1.440, O26 1.438
24 C -2.129 3.510 -3.510  S23 1.831, H55 1.095, H56 1.100, H57 1.100
25 O -1.989 1.079 -4.453  S23 1.440
26 O 0.053 2.286 -4.310  S23 1.438
27 H 0.331 1.543 2.215  C1 1.092
28 H 1.639 0.922 1.004  C1 1.093
29 H -1.403 0.512 0.852  C2 1.093
30 H -0.804 -3.086 -0.461  N5 1.021
31 H 0.656 -3.547 -1.104  N5 1.017
32 H 1.637 -2.459 0.910  O6 0.973
33 H -0.387 -1.413 -3.049  N8 1.014
34 H 1.328 -0.173 -4.622  C9 1.104
35 H 1.910 -1.316 -3.427  C9 1.111
36 H 1.801 1.678 -2.621  C10 1.104
37 H 2.979 1.062 -3.753  C10 1.106
38 H 3.621 -0.760 -1.926  C11 1.098
39 H 2.750 0.413 -0.826  C11 1.104
40 H 4.123 2.211 -2.283  C12 1.109
41 H 4.581 1.626 -0.693  C12 1.106
42 H 7.925 2.629 -1.546  C15 1.103
43 H 6.496 2.805 -0.489  C15 1.101
44 H 7.882 1.802 0.021  C15 1.099
45 H -2.252 1.870 -0.527  N18 1.015
46 H -2.954 -0.331 -2.467  C19 1.098
47 H -2.778 -0.457 -0.662  C19 1.116
48 H -5.144 -0.439 -1.224  C20 1.101
49 H -4.892 0.926 -2.307  C20 1.109
50 H -5.977 1.766 -0.205  C21 1.102
51 H -4.445 2.520 -0.608  C21 1.107
52 H -4.850 1.959 1.862  C22 1.104
53 H -3.290 1.410 1.258  C22 1.103
54 H -4.698 0.224 1.434  C22 1.100
55 H -1.900 4.164 -4.358  C24 1.095
56 H -3.182 3.195 -3.540  C24 1.100
57 H -1.910 3.951 -2.527  C24 1.100
58 C 5.026 -4.009 4.547  C59 1.516, H65 1.091, H66 1.090, H67 1.090
59 C 4.941 -5.296 3.749  C58 1.516, O60 1.436, H68 1.089, H69 1.091
60 O 3.929 -6.173 4.265  C59 1.436, C61 1.331
61 C 2.673 -5.840 3.980  O60 1.331, O62 1.209, O63 1.335
62 O 2.314 -4.887 3.329  C61 1.209
63 O 1.868 -6.734 4.559  C61 1.335, C64 1.429
64 C 0.475 -6.445 4.426  O63 1.429, H70 1.089, H71 1.090, H72 1.087
65 H 5.171 -4.227 5.606  C58 1.091
66 H 5.853 -3.394 4.193  C58 1.090
67 H 4.106 -3.431 4.462  C58 1.090
68 H 5.883 -5.836 3.832  C59 1.089
69 H 4.772 -5.102 2.689  C59 1.091
70 H 0.197 -6.311 3.382  C64 1.089
71 H 0.223 -5.557 5.007  C64 1.090
72 H -0.079 -7.290 4.826  C64 1.087
73 C -4.832 -3.913 9.022  C74 1.516, H80 1.092, H81 1.090, H82 1.090
74 C -4.717 -4.232 7.545  C73 1.516, O75 1.436, H83 1.090, H84 1.091
75 O -3.401 -4.691 7.202  C74 1.436, C76 1.336
76 C -3.119 -5.946 7.565  O75 1.336, O77 1.202, O78 1.340
77 O -3.858 -6.708 8.129  C76 1.202
78 O -1.855 -6.206 7.208  C76 1.340, C79 1.430
79 C -1.387 -7.488 7.635  O78 1.430, H85 1.089, H86 1.089, H87 1.088
80 H -4.059 -3.203 9.319  C73 1.092
81 H -5.811 -3.489 9.247  C73 1.090
82 H -4.697 -4.807 9.630  C73 1.090
83 H -4.884 -3.325 6.964  C74 1.090
84 H -5.467 -4.960 7.230  C74 1.091
85 H -2.051 -8.283 7.298  C79 1.089
86 H -1.291 -7.506 8.720  C79 1.089
87 H -0.405 -7.646 7.195  C79 1.088
88 C -0.036 5.892 -6.813  C89 1.516, H95 1.093, H96 1.090, H97 1.091
89 C -0.071 6.744 -8.066  C88 1.516, O90 1.433, H98 1.089, H99 1.091
90 O -1.064 7.773 -7.978  C89 1.433, C91 1.336
91 C -0.748 8.811 -7.198  O90 1.336, O92 1.204, O93 1.336
92 O 0.279 8.957 -6.585  C91 1.204
93 O -1.781 9.658 -7.200  C91 1.336, C94 1.429
94 C -1.622 10.774 -6.322  O93 1.429, H100 1.089, H101 1.090, H102 1.087
95 H -1.029 5.491 -6.598  C88 1.093
96 H 0.665 5.065 -6.929  C88 1.090
97 H 0.266 6.479 -5.945  C88 1.091
98 H -0.348 6.125 -8.917  C89 1.089
99 H 0.907 7.176 -8.285  C89 1.091
100 H -0.695 11.307 -6.526  C94 1.089
101 H -1.649 10.440 -5.285  C94 1.090
102 H -2.459 11.446 -6.496  C94 1.087

***

Entry from the OMol25 dataset: a cluster of 3 separate species, C26H55NO16P2S2 in total (wB97M-V/def2-TZVPD).

The HOMO-LUMO gap comes out at 7.57 eV. The calculation puts the calculated total energy at -102337.605 eV. For the molar mass, the calculation gives 763.80 g mol⁻¹. As for the highest occupied orbital energy: -9.544 eV. Its net charge is 0. As for the LUMO energy: -1.978 eV.

Bonds (Å) are listed after each position.
Geometry (Å):
1 C -1.117 0.290 2.272  O2 1.472, H26 1.186, H27 1.174, H28 1.182
2 O -1.234 -0.914 3.112  C1 1.472, C3 1.495
3 C -0.402 -2.015 2.537  O2 1.495, O4 1.472, H29 1.176, H30 1.184
4 O 1.022 -1.652 2.459  C3 1.472, C5 1.501
5 C 1.709 -2.588 1.509  O4 1.501, O6 1.362, N7 1.505
6 O 2.651 -3.378 2.098  C5 1.362
7 N 1.375 -2.722 0.047  C5 1.505, C8 1.498, S13 1.725
8 C 1.325 -1.426 -0.702  N7 1.498, C9 1.663, H31 1.168, H32 1.194
9 C -0.054 -1.432 -1.630  C8 1.663, C10 1.639, H33 1.193, H34 1.183
10 C 0.164 -2.031 -3.140  C9 1.639, C11 1.658, H35 1.193, H36 1.170
11 C -0.264 -0.870 -4.243  C10 1.658, O12 1.500, H37 1.182, H38 1.174
12 O 0.914 -0.619 -5.136  C11 1.500, H39 1.007
13 S 2.171 -4.021 -0.762  N7 1.725, C14 1.862
14 C 3.616 -3.504 -1.816  S13 1.862, C15 1.637, H40 1.194, H41 1.194
15 C 4.727 -2.544 -1.092  C14 1.637, O16 1.362, O17 1.470
16 O 5.800 -2.193 -1.855  C15 1.362
17 O 4.715 -2.064 0.297  C15 1.470, C18 1.471
18 C 4.905 -0.609 0.395  O17 1.471, C19 1.673, H42 1.176, H43 1.178
19 C 5.166 -0.198 1.995  C18 1.673, C20 1.639, O21 1.474, H44 1.193
20 C 3.784 -0.052 2.863  C19 1.639, H45 1.184, H46 1.194, H47 1.190
21 O 6.035 0.989 2.091  C19 1.474, C22 1.474
22 C 5.262 2.243 2.097  O21 1.474, O23 1.361, C24 1.650
23 O 5.047 2.881 3.280  C22 1.361
24 C 4.621 2.985 0.770  C22 1.650, S25 1.875, H48 1.178, H49 1.193
25 S 5.727 2.814 -0.734  C24 1.875, H50 1.420
26 H -0.953 -0.024 1.140  C1 1.186
27 H -0.170 0.886 2.625  C1 1.174
28 H -2.059 1.003 2.309  C1 1.182
29 H -0.563 -2.936 3.250  C3 1.176
30 H -0.812 -2.346 1.476  C3 1.184
31 H 2.288 -1.121 -1.289  C8 1.168
32 H 1.145 -0.556 0.096  C8 1.194
33 H -0.444 -0.305 -1.622  C9 1.193
34 H -0.852 -2.045 -1.008  C9 1.183
35 H -0.628 -2.915 -3.264  C10 1.193
36 H 1.239 -2.463 -3.304  C10 1.170
37 H -1.187 -1.246 -4.879  C11 1.182
38 H -0.551 0.159 -3.755  C11 1.174
39 H 1.347 -1.519 -5.265  O12 1.007
40 H 4.191 -4.503 -2.127  C14 1.194
41 H 3.300 -3.011 -2.856  C14 1.194
42 H 5.843 -0.193 -0.181  C18 1.176
43 H 3.984 0.032 0.036  C18 1.178
44 H 5.764 -1.129 2.443  C19 1.193
45 H 2.909 0.363 2.183  C20 1.184
46 H 3.501 -1.153 3.226  C20 1.194
47 H 3.906 0.571 3.870  C20 1.190
48 H 3.525 2.575 0.628  C24 1.178
49 H 4.588 4.148 1.034  C24 1.193
50 H 5.299 3.830 -1.629  S25 1.420
51 C 2.775 2.795 6.683  C52 1.518, H62 1.093, H63 1.095, H64 1.093
52 C 2.411 2.863 8.155  C51 1.518, O53 1.416, H65 1.095, H66 1.095
53 O 1.066 2.480 8.378  C52 1.416, P54 1.656
54 P 0.666 0.885 8.180  O53 1.656, O55 1.548, O56 1.667, O59 1.730
55 O 1.283 0.428 9.524  P54 1.548
56 O -0.895 0.988 8.754  P54 1.667, C57 1.421
57 C -1.288 0.233 9.893  O56 1.421, C58 1.521, H67 1.096, H68 1.095
58 C -1.076 1.023 11.175  C57 1.521, H69 1.092, H70 1.092, H71 1.095
59 O -0.023 1.397 6.677  P54 1.730, C60 1.421
60 C 0.175 0.490 5.601  O59 1.421, C61 1.518, H72 1.093, H73 1.094
61 C -0.331 -0.907 5.911  C60 1.518, H74 1.095, H75 1.094, H76 1.093
62 H 2.841 1.755 6.354  C51 1.093
63 H 3.747 3.264 6.502  C51 1.095
64 H 2.020 3.290 6.067  C51 1.093
65 H 3.084 2.241 8.753  C52 1.095
66 H 2.515 3.895 8.505  C52 1.095
67 H -0.763 -0.728 9.918  C57 1.096
68 H -2.353 0.002 9.786  C57 1.095
69 H -0.095 1.499 11.219  C58 1.092
70 H -1.191 0.377 12.049  C58 1.092
71 H -1.812 1.832 11.244  C58 1.095
72 H 1.238 0.461 5.348  C60 1.093
73 H -0.361 0.890 4.734  C60 1.094
74 H 0.226 -1.358 6.740  C61 1.095
75 H -0.219 -1.557 5.038  C61 1.094
76 H -1.383 -0.881 6.205  C61 1.093
77 C -7.192 0.969 -6.018  C78 1.518, H88 1.093, H89 1.095, H90 1.093
78 C -5.744 1.278 -5.681  C77 1.518, O79 1.416, H91 1.095, H92 1.095
79 O -4.853 0.434 -6.387  C78 1.416, P80 1.656
80 P -4.697 0.657 -8.020  O79 1.656, O81 1.548, O82 1.667, O85 1.730
81 O -3.804 1.916 -7.896  P80 1.548
82 O -3.433 -0.404 -8.257  P80 1.667, C83 1.421
83 C -2.193 0.065 -8.769  O82 1.421, C84 1.521, H93 1.096, H94 1.095
84 C -1.253 0.474 -7.645  C83 1.521, H95 1.092, H96 1.092, H97 1.095
85 O -5.694 -0.750 -8.160  P80 1.730, C86 1.421
86 C -6.649 -0.691 -9.210  O85 1.421, C87 1.518, H98 1.093, H99 1.094
87 C -6.017 -0.414 -10.562  C86 1.518, H100 1.095, H101 1.094, H102 1.093
88 H -7.424 1.293 -7.035  C77 1.093
89 H -7.869 1.493 -5.337  C77 1.095
90 H -7.389 -0.105 -5.960  C77 1.093
91 H -5.511 2.328 -5.885  C78 1.095
92 H -5.577 1.104 -4.613  C78 1.095
93 H -2.354 0.883 -9.480  C83 1.096
94 H -1.738 -0.753 -9.337  C83 1.095
95 H -1.742 1.100 -6.895  C84 1.092
96 H -0.390 1.012 -8.041  C84 1.092
97 H -0.895 -0.415 -7.114  C84 1.095
98 H -7.393 0.075 -8.976  C86 1.093
99 H -7.164 -1.656 -9.237  C86 1.094
100 H -5.541 0.572 -10.586  C87 1.095
101 H -6.774 -0.440 -11.352  C87 1.094
102 H -5.242 -1.152 -10.786  C87 1.093